Molecular formula: C6H12N3O
Method: DFT, ωB97M-V/def2-TZVPD

Cartesian coordinates (Å):
C1 0.57 -0.47 1.05
C2 -0.70 -0.90 -0.82
C3 0.57 0.84 0.37
C4 -0.42 0.61 -0.81
C5 0.16 2.00 1.28
C6 0.13 1.11 -2.14
N1 1.48 -1.21 1.52
N2 -0.50 -1.28 0.56
N3 -0.54 -2.53 1.01
O1 1.34 -2.36 1.87
H1 -1.73 -1.13 -1.12
H2 -0.01 -1.43 -1.49
H3 1.58 1.04 0.00
H4 -1.34 1.15 -0.59
H5 -0.83 1.82 1.71
H6 0.13 2.92 0.71
H7 0.87 2.12 2.09
H8 1.07 0.60 -2.39
H9 0.32 2.17 -2.10
H10 -0.58 0.92 -2.94
H11 -0.94 -2.70 1.93
H12 -0.62 -3.29 0.34

Properties
Multiplicity: 1
LUMO level (alpha / beta) (eV): -5.9542 / -5.9550
ΔE to the lowest compared entry with this formula, charge and spin (eV): 5.9379
Charge: +1
SMILES: C[C@H]1C[N+](N)=C(N=O)[C@@H]1C

---

Molecular formula: C3H11N2O
Method: DFT, ωB97M-V/def2-TZVPD

Cartesian coordinates (Å):
C1 -0.75 2.66 -1.60
C2 -1.46 1.81 -0.54
N1 -0.51 1.04 0.30
C3 -0.14 -0.18 -0.07
N2 1.04 -0.55 -0.51
H1 -0.12 3.38 -1.10
H2 -1.38 3.18 -2.33
H3 -0.11 2.08 -2.27
H4 -2.06 1.09 -1.10
H5 -2.13 2.32 0.14
H6 0.05 1.51 0.99
H7 -0.95 -0.90 -0.16
H8 1.84 -0.04 -0.14
H9 1.33 -1.51 -0.70
H10 2.26 -4.01 1.87
H11 1.16 -4.58 2.71
O1 1.32 -3.91 2.04

Properties
Multiplicity: 1
LUMO level (eV): -4.6002
ΔE to the lowest compared entry with this formula, charge and spin (eV): 1.8223
Charge: +1

---

Molecular formula: C7H10ClCrNO4
Method: DFT, ωB97M-V/def2-TZVPD

Cartesian coordinates (Å):
C1 1.44 -0.12 -2.03
C2 1.06 1.25 -1.81
C3 -0.38 1.34 -1.88
C4 -0.89 0.01 -2.13
C5 0.23 -0.89 -2.23
Cr1 0.31 0.02 -0.17
N1 1.02 -1.33 0.82
C6 1.71 -0.50 1.81
C7 1.36 0.94 1.39
H1 -0.97 2.25 -1.87
H2 1.75 2.09 -1.68
H3 -1.93 -0.25 -2.33
H4 0.17 -1.95 -2.48
H5 2.46 -0.51 -2.09
H6 2.25 1.53 1.13
H7 1.35 -0.78 2.82
H8 0.85 -2.29 1.10
H9 0.75 1.43 2.16
H10 2.80 -0.67 1.84
O1 -4.19 -0.36 0.60
Cl1 -3.11 -0.33 1.55
O2 -3.33 0.66 2.57
O3 -2.87 -1.64 2.12
O4 -1.83 0.10 0.78

Properties
Multiplicity: 5
LUMO level (alpha / beta) (eV): 5.8050 / 5.6860
Charge: -2

---

Molecular formula: H10N8
Method: DFT, ωB97M-V/def2-TZVPD

Cartesian coordinates (Å):
N1 0.35 0.58 -1.11
N2 0.11 0.13 0.20
N3 -1.22 -0.33 0.53
N4 0.49 -0.48 -2.02
N5 1.23 -0.60 0.74
N6 1.72 1.31 -1.19
N7 -1.18 -1.31 1.54
N8 -2.07 0.70 0.94
H1 0.23 -1.35 -1.53
H2 0.03 -0.22 -2.89
H3 1.59 -1.14 -0.05
H4 1.96 0.10 0.90
H5 1.68 2.20 -0.69
H6 1.86 1.54 -2.17
H7 -1.85 -1.46 2.28
H8 -0.24 -1.27 1.94
H9 -1.64 1.21 1.70
H10 -3.03 0.38 0.90

Properties
Multiplicity: 1
LUMO level (eV): 1.1805
ΔE to the lowest compared entry with this formula, charge and spin (eV): 0.7713
SMILES: NN(N)N(N)N(N)N

---

Molecular formula: C24H85FO18P
Method: DFT, ωB97M-V/def2-TZVPD

Cartesian coordinates (Å):
O1 5.83 1.98 1.06
C1 6.70 2.04 -0.09
C2 6.02 2.62 -1.33
C3 5.73 4.13 -1.26
C4 4.26 4.48 -1.52
P1 3.16 3.69 -0.33
C5 1.54 3.20 -0.96
C6 1.28 1.73 -0.58
C7 2.33 0.81 -1.19
F1 2.80 1.34 -2.39
H1 5.83 2.84 1.47
H2 7.57 2.65 0.15
H3 7.03 1.03 -0.29
H4 6.70 2.43 -2.15
H5 5.12 2.05 -1.55
H6 6.33 4.65 -2.00
H7 6.04 4.53 -0.30
H8 4.10 5.55 -1.39
H9 3.94 4.23 -2.53
H10 2.98 4.59 0.71
H11 3.80 2.59 0.24
H12 0.81 3.85 -0.47
H13 1.52 3.36 -2.03
H14 0.30 1.44 -0.94
H15 1.33 1.66 0.50
H16 1.90 -0.17 -1.36
H17 3.19 0.68 -0.53
C8 -1.44 -1.08 -1.11
O2 -0.09 -1.01 -0.62
H18 -1.60 -0.24 -1.78
H19 -1.62 -2.01 -1.66
H20 -2.13 -1.00 -0.27
H21 0.01 -1.75 -0.02
C9 -3.72 1.32 1.74
O3 -2.49 0.62 1.47
H22 -4.53 0.60 1.68
H23 -3.69 1.75 2.74
H24 -3.89 2.11 1.00
H25 -1.78 1.25 1.54
C10 -5.32 -2.30 2.84
O4 -4.31 -1.50 3.44
H26 -5.96 -2.67 3.64
H27 -5.93 -1.72 2.15
H28 -4.89 -3.15 2.31
H29 -3.74 -1.17 2.74
C11 2.80 -0.95 2.02
O5 2.53 0.45 2.19
H30 1.85 -1.43 1.81
H31 3.50 -1.13 1.20
H32 3.21 -1.38 2.94
H33 3.38 0.87 2.39
C12 -3.89 -1.73 -4.07
O6 -3.89 -2.46 -2.84
H34 -2.87 -1.73 -4.45
H35 -4.54 -2.19 -4.82
H36 -4.21 -0.70 -3.92
H37 -4.79 -2.46 -2.50
C13 6.82 -1.60 1.50
O7 5.71 -2.25 0.88
H38 6.58 -0.54 1.55
H39 6.97 -1.97 2.52
H40 7.74 -1.74 0.93
H41 5.90 -3.19 0.85
C14 -5.76 -1.69 -7.80
O8 -4.82 -0.93 -7.04
H42 -6.54 -2.04 -7.13
H43 -6.22 -1.07 -8.58
H44 -5.28 -2.55 -8.26
H45 -4.15 -0.63 -7.65
C15 -6.58 -5.91 -6.01
O9 -6.36 -4.55 -6.38
H46 -7.11 -6.38 -6.83
H47 -5.64 -6.43 -5.84
H48 -7.20 -5.98 -5.11
H49 -5.90 -4.11 -5.66
C16 -6.47 -1.63 6.31
O10 -7.54 -2.06 5.47
H50 -5.77 -2.46 6.38
H51 -5.96 -0.77 5.88
H52 -6.83 -1.38 7.31
H53 -8.17 -1.34 5.39
C17 -10.48 -6.48 -4.66
O11 -9.60 -7.43 -5.26
H54 -10.22 -6.43 -3.60
H55 -10.35 -5.48 -5.09
H56 -11.52 -6.78 -4.76
H57 -9.82 -7.48 -6.19
C18 -1.94 3.28 4.99
O12 -3.03 2.39 4.77
H58 -2.26 4.27 4.69
H59 -1.66 3.31 6.05
H60 -1.07 2.99 4.40
H61 -2.75 1.51 5.04
C19 -2.82 -4.21 -8.71
O13 -2.60 -2.86 -9.12
H62 -3.35 -4.72 -9.52
H63 -1.87 -4.72 -8.54
H64 -3.43 -4.26 -7.81
H65 -2.13 -2.42 -8.40
C20 -3.04 6.46 6.49
O14 -2.55 5.51 7.44
H66 -2.28 6.57 5.73
H67 -3.96 6.11 6.02
H68 -3.22 7.43 6.95
H69 -3.22 5.40 8.12
C21 10.35 1.85 1.19
O15 9.89 1.85 -0.17
H70 9.56 1.41 1.80
H71 11.25 1.24 1.29
H72 10.55 2.86 1.53
H73 10.58 2.22 -0.71
C22 -0.40 -1.24 3.53
O16 0.66 -0.45 4.06
H74 -1.00 -1.60 4.37
H75 -1.03 -0.65 2.87
H76 -0.01 -2.11 2.99
H77 1.20 -0.13 3.33
C23 1.64 4.78 4.37
O17 0.43 5.33 4.86
H78 1.41 4.28 3.43
H79 2.39 5.56 4.17
H80 2.07 4.05 5.05
H81 0.61 5.76 5.70
C24 11.01 -1.82 0.39
O18 11.91 -1.28 1.35
H82 10.63 -0.98 -0.19
H83 11.51 -2.51 -0.29
H84 10.17 -2.32 0.87
H85 12.27 -2.01 1.87

Properties
Multiplicity: 1
LUMO level (eV): -2.4306
ΔE to the lowest compared entry with this formula, charge and spin (eV): 0.3558
Charge: +1

---

Molecular formula: C28H22Cl2HfNO4P
Method: DFT, ωB97M-V/def2-TZVPD

Cartesian coordinates (Å):
Hf1 -0.68 -0.73 0.30
Cl1 -1.47 0.87 -1.68
C1 -0.57 2.42 -1.64
C2 -1.03 3.39 -2.50
C3 -0.37 4.62 -2.51
C4 0.70 4.84 -1.66
C5 1.14 3.84 -0.80
C6 0.50 2.60 -0.77
P1 1.09 1.27 0.30
C7 2.74 0.80 -0.23
C8 3.88 1.47 0.21
C9 5.13 1.10 -0.27
C10 5.23 0.07 -1.20
C11 4.10 -0.59 -1.65
C12 2.86 -0.23 -1.16
C13 1.12 1.87 2.00
C14 0.33 2.95 2.39
C15 0.26 3.30 3.72
C16 0.95 2.57 4.67
C17 1.73 1.48 4.29
C18 1.81 1.12 2.96
H1 -1.87 3.21 -3.16
H2 -0.71 5.40 -3.17
H3 1.21 5.79 -1.67
H4 1.98 4.02 -0.14
H5 3.80 2.27 0.94
H6 6.01 1.62 0.07
H7 6.21 -0.21 -1.58
H8 4.19 -1.39 -2.38
H9 1.97 -0.74 -1.53
H10 -0.22 3.53 1.65
H11 -0.34 4.15 4.02
H12 0.89 2.85 5.72
H13 2.27 0.91 5.04
H14 2.42 0.27 2.67
O1 1.93 -2.71 3.05
C19 1.18 -2.37 2.25
N1 0.39 -2.00 1.40
C20 -4.91 -2.93 -1.46
C21 -3.51 -3.42 -1.71
C22 -3.26 -4.47 -2.59
C23 -1.97 -4.90 -2.87
Cl2 -1.74 -6.20 -3.96
C24 -0.88 -4.28 -2.28
C25 -1.10 -3.25 -1.39
C26 -2.39 -2.84 -1.10
O2 -2.54 -1.75 -0.20
C27 -3.20 -2.01 1.08
C28 -2.85 -0.88 2.06
O3 -3.31 -0.82 3.15
O4 -1.93 -0.01 1.57
H15 -5.53 -3.13 -2.33
H16 -4.94 -1.86 -1.26
H17 -5.36 -3.46 -0.62
H18 -4.10 -4.95 -3.08
H19 0.12 -4.62 -2.51
H20 -0.21 -2.84 -0.88
H21 -2.85 -2.96 1.49
H22 -4.28 -2.05 0.93

Properties
Multiplicity: 1
LUMO level (eV): -6.9677
ΔE to the lowest compared entry with this formula, charge and spin (eV): 0.2587
Charge: +2

---

Molecular formula: C14H12Cl2F6N2O8PdS2
Method: DFT, ωB97M-V/def2-TZVPD

Cartesian coordinates (Å):
Pd1 -0.23 -0.36 -0.28
Cl1 6.45 -0.92 3.35
C1 5.28 -1.08 2.17
C2 5.64 -1.06 0.83
C3 4.66 -1.19 -0.12
Cl2 4.97 -1.12 -1.73
C4 3.22 -1.47 0.29
O1 2.43 -1.90 -0.51
C5 2.91 -1.31 1.73
C6 1.51 -1.30 2.21
O2 0.53 -1.08 1.53
C7 3.90 -1.19 2.63
H1 6.68 -0.91 0.55
H2 1.36 -1.50 3.28
H3 3.71 -1.13 3.69
O3 -1.47 0.22 -1.76
C8 -2.37 -0.51 -1.27
O4 -2.07 -1.29 -0.30
C9 -3.78 -0.45 -1.80
N1 -4.64 -1.40 -1.00
C10 -5.14 -2.48 -1.95
C11 -5.20 -1.74 -3.27
C12 -3.91 -0.91 -3.27
H4 -4.15 0.56 -1.65
H5 -5.43 -0.90 -0.59
H6 -4.08 -1.79 -0.22
H7 -6.08 -2.87 -1.57
H8 -4.39 -3.27 -1.95
H9 -6.08 -1.11 -3.32
H10 -5.24 -2.44 -4.11
H11 -3.95 -0.06 -3.94
H12 -3.06 -1.52 -3.55
F1 3.06 4.09 -0.12
C13 2.54 3.16 -0.89
F2 1.43 3.60 -1.46
F3 3.40 2.79 -1.82
S1 2.17 1.67 0.16
O5 1.32 0.87 -0.77
O6 3.46 1.06 0.40
N2 1.51 2.03 1.49
S2 0.00 2.62 1.61
O7 -0.97 1.57 1.45
O8 -0.17 3.85 0.91
C14 0.06 2.99 3.42
F4 0.33 1.87 4.09
F5 0.99 3.89 3.67
F6 -1.13 3.44 3.78

Properties
Multiplicity: 1
LUMO level (eV): -9.4584
ΔE to the lowest compared entry with this formula, charge and spin (eV): 0.0000
Charge: +2

---

Molecular formula: C43H33N6NaO5
Method: DFT, ωB97M-V/def2-TZVPD

Cartesian coordinates (Å):
Na1 -0.68 -0.72 0.32
O1 -2.93 -3.65 -1.31
C1 -2.14 -2.68 -1.31
N1 -0.87 -2.59 -0.96
C2 -0.14 -3.78 -0.73
C3 -0.47 -4.99 -1.35
C4 0.29 -6.14 -1.17
C5 1.41 -6.10 -0.35
C6 1.76 -4.91 0.26
C7 1.02 -3.73 0.08
N2 1.52 -2.51 0.59
C8 2.10 -2.52 1.76
O2 2.05 -3.34 2.71
C9 2.27 -0.07 2.85
C10 3.02 0.44 4.03
C11 3.78 1.59 3.96
C12 3.78 2.40 2.85
C13 2.88 2.11 1.68
N3 2.41 0.74 1.64
C14 -2.77 -1.35 -1.79
C15 -4.16 -1.27 -1.85
C16 -4.75 -0.09 -2.26
C17 -3.94 0.98 -2.60
C18 -2.56 0.81 -2.53
N4 -1.99 -0.33 -2.14
H1 -1.36 -5.03 -1.95
H2 0.00 -7.06 -1.67
H3 2.02 -6.99 -0.19
H4 2.63 -4.86 0.90
H5 3.02 -0.16 4.93
H6 4.39 1.86 4.82
H7 4.40 3.29 2.83
H8 3.44 2.27 0.76
H9 -4.72 -2.14 -1.55
H10 -5.83 0.00 -2.29
H11 -4.35 1.93 -2.91
H12 -1.89 1.62 -2.76
C19 1.06 0.90 -1.89
O3 0.61 2.26 -1.82
C20 1.18 2.97 -0.80
C21 2.07 3.95 -1.07
C22 2.56 4.82 -0.02
C23 2.37 4.51 1.27
C24 1.74 3.19 1.63
C25 0.75 2.77 0.58
N5 -0.43 2.25 0.83
N6 -0.80 2.38 2.11
C26 -1.88 1.72 2.55
C27 -2.64 0.71 1.84
O4 -2.44 0.38 0.65
C28 -3.67 0.01 2.60
C29 -3.96 0.29 3.88
C30 -3.25 1.31 4.60
C31 -3.56 1.61 5.94
C32 -2.87 2.57 6.63
C33 -1.84 3.27 5.98
C34 -1.53 3.00 4.67
C35 -2.23 2.02 3.94
H13 2.13 0.88 -2.14
H14 0.47 0.41 -2.66
H15 0.91 0.37 -0.96
H16 2.33 4.13 -2.11
H17 3.07 5.73 -0.29
H18 2.72 5.18 2.06
H19 1.24 3.23 2.59
H20 -4.19 -0.77 2.05
H21 -4.74 -0.26 4.41
H22 -4.35 1.05 6.42
H23 -3.11 2.79 7.67
H24 -1.28 4.04 6.51
H25 -0.74 3.54 4.17
C36 0.50 -1.06 4.53
C37 0.83 -0.50 3.17
O5 0.02 -0.48 2.29
C38 3.00 -1.28 2.07
C39 3.22 -0.27 0.92
C40 4.65 0.08 0.61
C41 5.67 -0.44 1.28
C42 5.46 -1.38 2.40
C43 4.24 -1.76 2.76
H26 -0.57 -1.25 4.57
H27 0.80 -0.39 5.33
H28 1.04 -2.01 4.62
H29 2.72 -0.62 0.02
H30 4.84 0.75 -0.22
H31 6.69 -0.19 1.00
H32 6.33 -1.77 2.91
H33 4.08 -2.47 3.56

Properties
Multiplicity: 1
LUMO level (alpha / beta) (eV): 3.9409 / 3.9254
ΔE to the lowest compared entry with this formula, charge and spin (eV): 5.1479
Charge: -2